C37H30IrN2O4Te | wB97M-V/def2-TZVPD

Values from the calculation:
Net charge = +2
ΔE to the lowest compared entry with this formula, charge and spin = 10.0 kcal/mol
2S+1 = 6
⟨S²⟩ = 8.795
Frontier orbital gap (spin up / spin down) = 6.10 / 4.16 eV

```
75
Properties=species:S:1:pos:R:3:forces:R:3
Ir -0.99318 1.36234 -0.53401 0.101 -1.680 -0.820
C 1.17292 -4.34340 -4.24261 0.131 0.056 0.013
C 0.61420 -3.29684 -3.32255 -0.092 0.116 0.069
C -0.64132 -3.43660 -2.71811 0.170 0.092 -0.252
C -1.12224 -2.47502 -1.85730 0.001 0.558 0.667
C -2.49271 -2.55045 -1.23783 0.262 -0.142 -0.096
O -2.81363 -3.50677 -0.56827 -0.039 0.136 -0.058
C -3.43655 -1.41375 -1.50529 -0.250 0.020 0.048
C -4.70424 -1.51331 -0.93709 0.029 0.095 0.027
C -5.67044 -0.54696 -1.18068 0.043 -0.083 0.064
C -5.37130 0.54436 -1.97975 0.010 0.062 0.013
C -4.11069 0.66014 -2.55201 0.105 -0.010 0.018
C -3.14640 -0.31601 -2.33022 -0.131 -0.269 -0.185
C -0.32304 -1.38110 -1.46933 0.669 -0.661 -1.189
O -0.69233 -0.66616 -0.43212 -0.988 1.328 0.822
C 0.88594 -1.14916 -2.18272 -0.548 0.042 0.475
C 1.32739 -2.13570 -3.07566 0.041 -0.064 -0.094
C 1.61949 0.09651 -2.00401 0.086 -0.158 -0.158
N 1.10886 1.10357 -1.37169 -0.296 0.509 0.400
C 1.84846 2.34318 -1.20964 0.098 -0.023 -0.280
C 2.53897 2.45973 0.14293 -0.195 -0.008 -0.113
Te 1.27952 2.90867 1.84035 1.256 -0.126 0.532
C 0.52775 -0.00639 2.36747 0.291 -0.754 -0.457
C -0.78752 -0.66877 2.59209 0.390 0.145 -0.250
C -0.71261 -1.82155 3.48792 0.096 -0.016 0.107
C 0.47395 -2.22515 4.00051 -0.179 -0.156 0.067
C 1.70282 -1.57475 3.68647 -0.003 0.114 -0.036
C 1.74105 -0.45564 2.89815 0.106 0.137 -0.055
C 2.97678 0.18445 -2.62635 0.082 0.020 0.024
C 4.09767 -0.22300 -1.90970 -0.051 -0.025 0.054
C 5.35256 -0.18866 -2.50048 0.014 0.027 0.035
C 5.49112 0.24174 -3.81194 0.005 0.032 0.012
C 4.37399 0.64704 -4.52841 -0.027 0.038 -0.036
C 3.11836 0.62596 -3.93861 -0.043 0.004 0.041
H 0.47284 -5.16083 -4.39696 -0.008 0.004 -0.034
H 2.09389 -4.75478 -3.82536 -0.038 -0.066 -0.021
H 1.42817 -3.90571 -5.20847 -0.055 -0.076 -0.039
H -1.25984 -4.29628 -2.94844 -0.003 -0.008 0.020
H -4.92333 -2.37305 -0.31848 -0.015 -0.022 -0.020
H -6.66126 -0.66108 -0.76157 0.007 0.029 0.018
H -6.12631 1.29220 -2.18267 0.005 0.010 0.006
H -3.89184 1.49545 -3.20429 0.012 -0.013 -0.026
H -2.23338 -0.28554 -2.92042 0.094 0.012 0.214
H 2.26198 -1.98759 -3.60168 0.031 0.018 0.015
H 1.15326 3.17473 -1.31670 0.002 0.051 -0.205
H 2.61452 2.44101 -1.98535 0.065 0.113 0.153
H 3.18052 3.34635 0.14877 -0.002 -0.007 0.100
H 3.15719 1.58715 0.35544 -0.111 -0.018 0.200
H -1.43705 -0.79614 1.72489 0.096 0.074 -0.187
H -1.60734 -2.41432 3.62780 -0.004 0.013 0.054
H 0.51376 -3.10545 4.62819 -0.031 -0.011 -0.025
H 2.61962 -1.98020 4.09323 0.027 0.047 -0.010
H 2.66405 0.06770 2.67907 0.021 -0.054 0.067
H 3.98845 -0.59967 -0.89760 -0.013 -0.014 -0.020
H 6.21979 -0.50532 -1.93640 0.002 -0.019 -0.024
H 6.46844 0.26179 -4.27436 -0.004 -0.013 -0.010
H 4.47325 0.97596 -5.55411 0.026 0.009 0.007
H 2.24674 0.93802 -4.50165 -0.004 -0.023 -0.015
O -0.60713 3.38990 0.67654 -0.151 0.145 0.038
C -1.43683 3.96000 -0.10327 -0.878 0.324 -1.295
O -1.98538 3.29668 -1.01015 0.624 -0.029 1.023
H -1.65958 5.02434 0.00949 -0.020 -0.055 0.062
N 0.04939 1.24547 1.88012 -0.076 -0.143 0.007
C -0.71509 0.80125 3.02817 -0.751 0.327 0.705
C -1.03790 1.39514 4.28849 -0.086 0.077 0.013
C -0.83061 2.75813 4.58055 -0.013 -0.136 -0.059
C -1.16417 3.26859 5.81543 0.026 0.102 0.020
C -1.73437 2.44827 6.78479 0.020 -0.070 -0.031
C -2.00672 1.11612 6.49425 -0.028 0.022 0.059
C -1.67660 0.59710 5.26189 0.058 -0.038 -0.111
H -0.45302 3.43329 3.82972 0.033 0.105 -0.063
H -0.99805 4.31532 6.03077 0.011 -0.003 -0.032
H -1.98458 2.85333 7.75569 -0.023 0.011 -0.007
H -2.48990 0.48996 7.23136 0.006 -0.016 -0.013
H -1.91918 -0.42983 5.03378 0.004 -0.013 0.057
```
Positions in Å, forces in eV/Å.

Mulliken population analysis, charges in e, atoms 1 to 5: number 1, Ir, carries 2.417; number 2, C, carries -1.733; number 3, C, carries 0.156; number 4, C, carries -0.642; number 5, C, carries 1.027